Record 1
21
Properties=species:S:1:pos:R:3:forces:R:3 method="wB97M-V/def2-TZVPD" total_charge=0 largest_force_ev_per_a=2.26 homo_ev="-8.50 / -8.50" total_energy_ha=-705.91982 de_lowest_kcal_mol=15.3 spin_multiplicity=2
H -0.390 -2.872 2.698 0.0 0.3 0.4
C 0.627 -2.582 2.418 0.2 -0.2 -0.6
H -1.698 0.883 -0.713 0.2 -0.4 0.1
C -0.617 1.100 -0.628 -0.9 0.4 -0.1
S 1.625 -4.059 2.708 -0.1 0.2 -0.1
H 0.658 1.637 -2.191 0.2 0.2 0.3
H -1.810 3.210 -2.199 0.2 -0.1 -0.6
H 1.033 -1.780 3.038 -0.4 -0.1 0.3
H 1.268 -0.050 -0.413 -0.2 1.1 -0.1
H 0.260 -2.920 0.338 0.0 0.1 -0.2
C 0.167 -0.157 -0.439 1.7 -1.5 0.1
H -0.806 3.642 -0.918 0.6 0.0 0.0
H 0.125 -0.812 -1.334 -0.9 0.0 0.2
C 0.633 -2.096 0.963 0.2 -0.7 0.6
C -0.755 3.154 -1.905 -0.1 -0.1 0.4
H -0.595 1.759 0.259 0.6 -0.1 -0.1
H 1.691 -1.948 0.722 -0.1 0.1 -0.3
H -0.097 3.719 -2.560 -0.3 0.3 -0.1
N -0.273 1.791 -1.850 -0.3 -0.1 0.2
H -0.990 -0.764 1.185 -0.2 -0.5 0.0
N -0.057 -0.855 0.822 -0.3 1.0 -0.3



Record 2
23
Properties=species:S:1:pos:R:3:forces:R:3 method="wB97M-V/def2-TZVPD" total_charge=+1 largest_force_ev_per_a=4.93 homo_ev="-13.93 / -13.93" total_energy_ha=-404.32538 de_lowest_kcal_mol=83.8 spin_multiplicity=2
H 1.714 0.790 -1.656 -0.4 -0.9 0.5
C 0.940 -0.824 0.697 1.7 -1.0 -0.1
H -1.617 -0.225 -3.153 -2.6 -0.4 -0.9
C -0.915 -0.234 -1.115 -1.3 -0.9 0.7
O 1.259 -0.571 4.845 0.8 0.7 3.2
H 2.539 0.199 1.289 -1.1 -1.6 1.1
H 1.347 2.157 -0.871 -0.1 -1.5 1.2
H -2.113 0.461 0.469 -1.1 -0.8 -0.4
H -0.939 -1.302 -0.935 0.1 -0.2 1.1
H -3.254 -0.098 -0.974 2.0 -0.3 0.7
H 1.007 -1.095 4.155 -1.0 -2.5 -2.7
N 1.295 1.096 -0.769 -0.9 2.5 -1.5
H 0.037 -1.172 1.208 0.4 -0.6 -0.2
C -0.764 -0.220 -2.591 3.3 -3.6 0.8
H -0.308 0.632 -2.841 2.1 3.4 -1.5
H -0.095 -1.128 -2.909 -1.2 1.8 0.2
C -2.241 0.334 -0.631 -1.7 2.6 1.1
H -2.497 1.429 -0.859 1.2 -1.1 -0.4
H 1.294 0.279 4.466 0.2 1.7 -0.4
O 1.876 -0.441 1.722 -0.5 1.5 -2.8
H 1.465 -1.553 -0.095 -1.5 1.6 1.6
H -0.248 1.038 0.696 0.7 -0.2 -1.3
C 0.218 0.447 -0.149 0.9 0.1 0.0



Record 3
5
Properties=species:S:1:pos:R:3:forces:R:3 method="wB97M-V/def2-TZVPD" total_charge=0 largest_force_ev_per_a=1.84 homo_ev="-7.84 / -10.30" total_energy_ha=-896.25302 de_lowest_kcal_mol=23.5 spin_multiplicity=3
Cl 0.149 0.286 -1.724 -0.3 -0.1 -0.7
F 0.234 -1.473 0.083 -0.1 -0.6 0.2
H -1.700 0.330 0.604 -1.4 0.4 0.6
I 1.219 1.039 1.135 0.0 0.1 0.6
C 0.098 -0.183 -0.097 1.7 0.2 -0.6



Record 4
19
Properties=species:S:1:pos:R:3:forces:R:3 method="wB97M-V/def2-TZVPD" total_charge=-1 largest_force_ev_per_a=3.13 homo_ev="1.35 / -5.00" total_energy_ha=-273.78764 de_lowest_kcal_mol=30.9 spin_multiplicity=2
H 0.110 -2.436 0.601 0.3 0.5 0.8
C 1.048 0.672 0.104 -1.0 0.2 -0.8
C -0.076 -0.322 0.012 1.3 2.1 0.0
C -1.295 0.219 0.085 -1.3 -2.3 0.6
C 0.351 -1.738 -0.210 -2.8 -1.3 0.5
H -1.653 1.241 0.005 1.1 0.3 0.2
H 0.416 1.204 2.013 0.0 0.0 0.2
C 1.852 1.088 -1.110 0.5 0.8 0.3
H -0.422 -2.231 -0.885 1.6 0.5 -0.5
H 1.564 2.142 -1.306 0.5 -0.1 0.3
H 2.911 1.028 -0.826 -0.1 0.3 -0.5
H 1.416 -1.840 -0.336 0.2 -0.1 -0.9
H -3.141 -0.272 1.091 -0.3 0.2 -0.1
C 1.092 1.430 1.203 0.5 0.0 0.5
H -3.011 -0.693 -0.675 -0.3 -0.4 0.8
H 1.720 0.685 -2.110 -0.3 -1.0 0.3
H 1.851 2.195 1.386 -0.2 -0.1 -0.3
H -2.232 -1.686 0.647 0.1 -0.1 -0.3
C -2.500 -0.686 0.311 0.2 0.4 -1.1



Record 5
170
Properties=species:S:1:pos:R:3:forces:R:3 method="wB97M-V/def2-TZVPD" total_charge=+2 largest_force_ev_per_a=2.46 homo_ev=-13.23 total_energy_ha=-4358.12059 de_lowest_kcal_mol=42.2
N 2.383 0.002 0.947 0.0 0.4 0.0
C 4.205 1.583 -3.732 0.6 0.0 -1.0
H 3.753 0.596 3.277 0.5 0.1 -0.3
H -5.264 6.072 -2.479 0.0 -0.2 0.2
H 4.776 1.047 1.127 0.4 0.2 0.2
F 4.827 -3.449 -1.922 -0.3 -0.3 0.9
H 1.472 2.895 0.085 0.6 0.1 0.0
F -1.638 1.608 -4.723 -0.4 0.2 0.2
H -2.290 -3.403 -1.970 -0.1 0.0 -0.3
H -0.470 -0.342 -4.031 0.3 -0.5 0.1
H -0.273 -3.083 -0.807 0.7 0.5 -0.2
H -3.243 1.981 -0.305 -0.2 0.0 -0.3
C -2.254 -4.791 -0.529 -0.3 -0.2 0.7
N -1.678 -4.210 -1.771 0.3 1.3 -0.2
H -1.862 -5.778 -0.291 0.1 0.0 -0.4
C -3.759 -4.841 -0.703 -0.1 -1.0 -0.1
F 3.441 -1.911 -2.739 -1.2 -0.2 0.0
H 6.793 -1.266 2.194 -0.4 0.0 -0.6
O 4.445 3.381 -2.262 -0.6 0.2 -0.4
B -1.311 2.692 -3.928 1.3 0.2 0.0
F 3.651 -2.037 -0.509 -0.6 -0.5 1.2
H -5.999 -2.390 -0.837 0.7 -1.2 -0.1
H 1.741 -3.656 3.708 -0.3 0.4 0.2
H 3.412 5.235 -2.071 -0.1 0.0 -0.7
H 5.635 -4.632 1.538 -0.1 -0.2 0.5
B 3.605 -2.834 -1.631 0.5 0.1 -2.4
H -3.950 -5.525 -1.545 -0.4 0.2 -0.2
F -1.867 2.705 -2.597 -0.3 -0.4 -0.4
N -3.265 5.580 -2.966 0.9 -0.3 -0.9
H 2.165 -6.451 4.568 -0.4 0.0 -0.4
H 0.768 -1.076 0.534 -1.0 0.1 -0.7
C 1.323 -3.235 6.184 -0.6 -0.3 2.0
F 0.549 1.796 3.205 -0.2 -0.5 -0.4
H 2.672 0.976 1.084 -0.3 0.2 0.2
H -6.223 3.854 -2.927 -0.2 0.4 0.1
H -7.246 -1.213 0.604 -0.3 -0.2 0.0
C 4.623 -4.225 1.473 0.0 -0.3 -0.9
C 1.005 -0.041 0.298 1.6 0.7 1.3
H 6.146 0.911 -4.126 -0.2 0.2 -0.2
H -2.850 4.870 -3.594 0.5 -0.4 0.1
H -1.802 -1.071 -4.903 -0.2 -0.5 0.1
H 4.068 0.258 -1.262 -0.1 -0.2 0.7
F -0.925 -0.480 2.739 0.3 -0.2 0.0
B 1.605 2.713 3.162 -0.7 1.4 1.2
H -6.374 -2.319 1.697 0.1 0.1 0.1
O -4.725 3.202 -4.114 1.0 0.9 0.5
H -5.216 1.435 1.430 -0.2 -0.2 0.1
F -1.753 -1.735 1.071 0.2 -0.9 -0.6
H 0.994 7.171 -1.539 0.3 0.2 -0.1
H -4.352 1.352 -4.836 0.3 0.1 0.1
H 6.194 2.174 1.043 0.0 -0.3 0.2
O 4.717 -0.957 2.145 0.3 0.3 0.0
H -6.379 -0.368 4.146 0.2 0.1 0.3
H -3.977 0.860 4.020 0.2 -0.3 -0.3
H 4.983 3.555 -4.198 -0.4 0.1 -0.5
O -0.884 6.899 -2.302 -1.1 1.2 -0.3
H -3.966 1.531 -3.072 0.2 0.3 -0.2
H -5.638 1.467 -3.636 0.1 -0.3 0.0
H 4.615 4.823 -0.911 -0.1 0.1 0.0
H -4.996 -1.170 3.349 0.0 -0.1 0.0
H -0.010 0.409 -1.496 -0.1 0.8 -0.1
H 6.185 -0.203 3.408 -0.2 0.0 0.2
C -4.732 5.383 -3.134 -0.1 -0.1 0.2
H 3.734 -1.046 3.917 -0.4 0.1 0.1
O -6.379 -0.260 2.099 0.4 0.4 -0.2
H -0.687 4.928 -1.837 0.2 -0.1 0.0
H -5.998 -3.792 0.085 -0.2 -0.8 -0.4
H -0.425 -3.962 5.003 0.0 0.4 0.3
O -4.222 -3.546 -0.911 0.3 0.9 -0.2
H 2.206 -3.640 6.686 0.6 -0.2 -1.0
C -4.862 0.991 3.394 0.6 0.3 1.3
H -4.974 5.656 -4.160 0.1 0.0 0.0
C 4.169 3.096 -3.627 0.3 -0.6 0.9
O -1.447 -1.866 -2.926 0.6 0.2 -0.4
H -2.909 6.440 -3.391 -0.3 0.3 0.2
H -2.555 0.429 -0.606 -0.2 -0.4 -0.1
H 2.719 -6.031 2.211 0.2 0.2 -0.4
O -4.668 0.561 -0.606 -0.3 0.1 -0.3
C -4.625 1.819 -3.894 -1.3 -0.5 0.0
O 1.848 1.470 -1.466 0.4 0.6 0.7
H -4.006 -1.150 -1.572 0.0 0.0 -0.1
C -0.269 -2.658 -3.014 -0.2 0.0 0.3
H -5.769 -1.057 -1.310 0.2 1.4 -0.3
H 2.157 -1.725 2.016 0.1 -0.2 0.5
H -4.259 -5.289 0.162 0.3 0.0 0.2
C 5.344 1.749 0.510 -0.1 0.2 0.2
H -2.426 1.112 1.890 0.6 -0.7 -0.5
H 0.750 -3.189 7.125 -0.5 0.9 -0.2
H 3.162 3.417 -3.905 0.1 0.3 -0.3
N -4.415 1.538 2.069 -1.4 -0.7 -0.7
C -5.630 -3.417 -0.874 -0.9 -0.2 0.1
H -7.929 -1.616 2.219 -0.1 -0.1 -0.1
C -3.291 0.720 1.363 -1.4 0.7 1.7
F 2.487 2.387 2.117 0.7 -0.4 -0.4
H -0.322 -1.721 5.042 -0.3 0.6 -0.1
H 0.684 -4.869 3.401 0.2 0.0 -0.3
F -1.730 3.856 -4.575 -0.4 0.8 0.0
F -0.255 -2.667 2.649 -0.4 -0.5 -0.3
H -4.834 3.416 -2.037 0.6 0.2 0.0
C -5.129 3.919 -2.962 -0.9 -0.3 -0.5
F 1.097 3.992 2.867 0.0 -0.2 0.0
C -0.266 -3.551 -1.789 -1.6 -1.5 0.2
H -2.060 -4.155 0.336 0.4 0.4 -0.4
C -2.697 5.463 -1.583 -0.7 0.4 -0.1
H -2.008 0.034 -3.519 -0.5 -0.7 0.1
H 2.110 3.411 -1.608 0.1 0.5 0.7
H -4.281 2.544 2.137 0.6 -0.1 0.1
F 2.238 2.707 4.414 0.2 -0.2 -0.6
H 5.948 -1.967 3.521 -0.5 0.0 0.1
H -5.398 1.741 3.976 -0.3 0.3 -0.7
H 4.166 1.266 -4.773 -0.6 0.1 0.0
C -1.448 -0.819 -3.905 0.2 1.2 0.5
H 4.925 -0.955 -3.032 0.2 0.3 0.0
H 6.618 -0.601 -2.683 0.1 0.0 0.6
C 1.034 0.396 -1.155 0.1 -1.9 -0.4
H 4.708 2.608 0.271 -0.2 -0.2 -0.4
H 3.066 -5.156 5.159 0.3 0.6 -0.4
C 0.552 -4.261 5.376 0.9 0.4 -1.3
C 5.597 -0.253 -2.536 0.2 0.5 -0.4
O 5.862 1.081 -0.620 0.5 0.6 -0.4
C -7.019 -1.438 1.643 0.0 0.3 0.3
C -5.667 -0.307 3.322 -0.1 -0.2 -0.9
C 5.119 -0.009 -1.107 1.2 0.6 -1.0
C 2.520 -5.464 4.269 -0.4 -0.1 -0.1
C -4.794 -0.822 -0.890 0.5 0.6 0.5
H 1.492 -0.398 -1.756 -0.1 -0.3 0.2
C 5.933 -1.106 2.846 0.9 0.2 0.3
C 0.477 -1.149 5.512 -0.2 0.2 0.3
C -3.410 0.913 -0.125 1.1 1.1 0.4
F 2.511 -3.711 -1.633 0.3 0.1 0.4
H 0.420 -5.186 5.934 0.3 -0.1 -0.1
H 1.588 -0.231 2.902 -0.3 -0.2 -0.3
H 0.654 -2.073 -3.034 0.0 0.1 0.1
H 0.860 6.281 -3.091 0.5 0.1 0.0
H -6.065 -3.817 -1.791 -0.2 -0.7 0.3
C 4.393 4.771 -1.982 1.0 -0.3 1.7
C 3.695 -0.459 2.993 -0.5 -1.1 0.0
H 6.055 1.791 -2.765 -0.3 -0.1 0.5
H -0.313 -3.228 -3.949 0.2 -0.3 0.1
H -1.704 -4.803 -2.598 -0.4 -0.4 0.2
C 3.337 -5.560 2.981 0.7 -0.2 1.4
H -4.720 -1.413 0.027 0.3 0.3 0.0
H 4.104 -4.750 0.665 0.0 0.0 0.0
O 1.618 -2.019 5.568 0.0 -0.1 0.0
N 1.347 -4.522 4.090 0.2 -1.0 0.7
H 0.448 2.907 -1.363 -0.1 0.4 0.1
H -3.343 6.110 -0.990 0.2 0.0 0.3
F -2.454 -2.044 3.209 -0.2 -0.9 0.2
H 0.395 -4.408 -1.869 0.5 0.4 0.2
H 0.464 0.658 0.935 -0.5 -0.3 0.0
H 0.700 -0.215 4.998 0.3 -0.4 -0.6
H 4.179 -6.205 3.257 -0.2 -0.5 -0.4
H 3.387 1.122 -3.182 0.3 0.0 0.3
H -0.928 5.951 -0.437 -0.2 0.2 0.1
C 2.363 -0.694 2.294 0.6 0.7 -0.5
B -1.345 -1.788 2.412 0.1 1.9 0.5
H 4.711 -3.189 1.162 -0.2 0.1 0.4
C -1.216 5.821 -1.484 0.5 -1.1 -0.7
H -2.822 4.414 -1.329 0.0 0.1 0.4
H 0.651 8.054 -3.080 -0.2 0.1 0.1
H 5.359 -0.880 -0.498 -0.6 0.1 -0.1
N 5.564 1.075 -3.309 0.1 -0.6 0.5
H -3.579 -0.282 1.667 0.6 -0.2 0.0
H 0.185 -0.776 6.500 0.0 -0.6 0.2
H 5.237 5.292 -2.438 -0.4 0.2 -0.5
F 0.091 2.727 -3.766 -0.1 0.0 0.1
O 3.861 -4.307 2.670 -0.5 0.8 0.1
C 0.504 7.140 -2.515 -0.4 -1.3 0.4
C 1.472 2.783 -0.999 -1.2 -1.0 -1.1
H 3.097 -0.413 0.346 -0.2 -0.5 0.0



Record 6
18
Properties=species:S:1:pos:R:3:forces:R:3 method="wB97M-V/def2-TZVPD" total_charge=0 largest_force_ev_per_a=6.30 homo_ev="-6.45 / -10.76" total_energy_ha=-3141.49922 de_lowest_kcal_mol=33.7 spin_multiplicity=3
O 0.253 -1.683 -2.936 0.7 0.2 -1.4
C -0.114 -1.510 -0.712 -1.3 3.9 0.4
H -0.083 1.216 -1.821 0.0 -0.6 -0.5
C 0.393 2.116 -0.048 -0.2 -3.1 -1.1
C 0.660 2.088 1.308 0.4 -0.5 0.9
N -0.617 -1.430 -2.154 0.0 -1.4 1.3
Br 0.894 -2.981 -0.314 0.3 -1.2 0.0
N -2.767 -1.603 0.919 -3.5 0.1 2.7
C 0.338 -0.217 -0.169 -1.0 -4.7 -4.1
H 0.602 2.984 1.837 0.1 1.2 1.0
C 0.914 0.851 1.878 0.2 -2.8 0.4
C -1.865 -1.603 0.251 4.1 -0.4 -2.8
C 0.761 -0.297 1.132 1.3 1.8 4.2
H 1.173 0.614 2.897 0.1 0.8 0.3
H 0.064 2.959 -0.454 -0.8 3.8 -1.7
C 0.275 1.014 -0.832 -0.6 2.5 0.2
O -1.786 -1.274 -2.384 0.1 0.6 0.0
H 0.905 -1.246 1.604 0.1 -0.3 0.1